Here is C26H33ClEuN2O2 as an isolated structure from the Open Molecules 2025 dataset. Energies are from ωB97M-V/def2-TZVPD.

Calculated values
* LUMO (alpha / beta): 2.8 / 2.8 eV
* E_tot: -66423.090 eV
* total charge: -1
* energy above the lowest of the compared OMol25 structures with the same formula, charge and spin: 0.00 kcal/mol
* orbital gap (alpha / beta): 3.36 / 3.97 eV
* spin multiplicity: 7
* HOMO (alpha / beta): -0.57 / -1.20 eV
* M: 593.0 g mol⁻¹

Geometry (Å):
Eu  0.33089  0.64319  -0.10801
Cl  -1.97443  -0.54058  0.30014
N  0.85972  -0.25285  2.30787
N  -0.92585  1.04742  -2.40458
C  1.74386  -1.21071  2.43042
C  -0.83458  -0.05840  -3.09386
C  0.20930  -0.06319  3.62893
C  1.12059  -0.86301  4.55820
C  -1.19009  -0.65514  3.62388
C  0.16452  1.40848  3.99275
H  -1.13849  -1.73947  3.45730
H  -1.79459  -0.22302  2.81814
H  -1.66032  -0.46636  4.59710
H  1.17444  1.82986  3.96912
H  -0.24291  1.51430  5.00482
H  -0.47256  1.96386  3.29548
C  -2.20232  1.71577  -2.76816
C  -2.90214  0.65739  -3.61766
C  -1.92623  2.96964  -3.58556
C  -3.01388  2.07435  -1.54211
H  -3.14719  1.18263  -0.91478
H  -3.98971  2.45366  -1.87154
H  -2.50904  2.84880  -0.95194
H  -1.31787  2.72540  -4.46430
H  -1.40796  3.72208  -2.98194
H  -2.87879  3.39338  -3.92422
O  -1.90612  -0.39424  -3.80435
H  -3.18967  1.00668  -4.61631
H  -3.75961  0.19511  -3.11544
O  1.93933  -1.68021  3.65743
H  0.60143  -1.55149  5.23400
H  1.81279  -0.22847  5.12817
C  2.49301  -1.83489  1.29311
C  0.34989  -0.98059  -3.14554
C  0.44604  -1.85260  -1.92039
H  1.23852  -0.33227  -3.20207
H  0.27687  -1.57521  -4.06436
C  1.22928  -1.49279  -0.84870
C  1.50233  -2.27110  0.24558
H  -0.50829  2.99370  0.51307
C  0.73322  -3.45775  0.38968
C  -0.16520  -3.79985  -0.61950
C  0.85311  -4.30905  1.60791
C  -0.31524  -3.04530  -1.78171
H  -0.77753  -4.69631  -0.49402
C  -1.26495  -3.47041  -2.84745
H  -1.77266  -4.39331  -2.55171
H  -0.75211  -3.65291  -3.80004
H  -2.02745  -2.70310  -3.02772
H  1.89830  -4.45137  1.90676
H  0.40605  -5.29109  1.41806
H  0.31538  -3.87391  2.46471
H  3.10232  -2.65924  1.68336
H  3.15752  -1.05810  0.88048
C  3.33622  2.98597  0.01796
C  2.50041  2.97267  -1.10515
C  1.11236  3.15222  -0.94466
C  0.56209  3.21894  0.36012
C  1.42279  3.36720  1.46880
C  2.80475  3.23510  1.29265
H  4.41260  2.85486  -0.10228
H  2.91912  2.86142  -2.11063
H  0.45302  3.18410  -1.81932
H  1.01075  3.59687  2.45503
H  3.47496  3.35321  2.14899

Here is C19H32BGeN6Pt as an isolated structure from the Open Molecules 2025 dataset. Energies are from ωB97M-V/def2-TZVPD.

Calculated values
* LUMO (alpha / beta): 2.8 / 2.9 eV
* E_tot: -89600.957 eV
* total charge: -1
* energy above the lowest of the compared OMol25 structures with the same formula, charge and spin: 86.06 kcal/mol
* orbital gap (alpha / beta): 5.17 / 5.16 eV
* spin multiplicity: 1
* HOMO (alpha / beta): -2.37 / -2.30 eV
* M: 623.0 g mol⁻¹

Geometry (Å):
Pt  0.11689  -2.50750  -0.93097
C  0.61528  -4.86010  1.67385
C  0.39197  -3.44531  2.08289
C  0.18402  -2.90279  3.35983
C  -0.01409  -1.55297  3.15152
C  -0.35306  -0.51050  4.16600
N  0.10547  -1.31012  1.82619
N  0.32211  -2.48636  1.17521
B  -0.12300  0.05018  1.07939
N  1.19337  0.41020  0.22655
N  1.30900  -0.03733  -1.07028
C  2.52265  -0.60798  -1.22552
C  2.76036  -1.51177  -2.37412
C  3.26911  -0.37272  -0.06699
C  2.42363  0.27483  0.81452
C  2.71339  0.72385  2.20376
N  -1.42271  -0.01372  0.28036
N  -1.64956  -1.03268  -0.59059
C  -2.85951  -0.87149  -1.08093
C  -3.38999  -1.82022  -2.09998
C  -3.45721  0.27514  -0.52952
C  -2.51124  0.79380  0.33016
C  -2.61858  2.01836  1.17948
H  0.76589  -5.49681  2.54712
H  -0.23713  -5.23139  1.10336
H  1.48513  -4.92877  1.01821
H  0.15893  -3.42114  4.30405
H  -0.40783  -0.98151  5.14815
H  0.38189  0.29267  4.22330
H  -1.31880  -0.04764  3.95742
H  -0.20192  0.88870  1.93253
H  1.97846  -2.30126  -2.28824
H  2.71000  -1.00654  -3.34084
H  3.72222  -2.01317  -2.26564
H  4.28173  -0.68420  0.12655
H  3.53476  0.14268  2.62187
H  2.99968  1.78096  2.21767
H  1.85371  0.61394  2.85609
H  -2.68910  -2.65065  -2.20601
H  -4.36722  -2.21486  -1.81422
H  -3.49696  -1.33062  -3.07054
H  -4.43687  0.67777  -0.72830
H  -3.58608  2.03779  1.68516
H  -1.83750  2.06243  1.93263
H  -2.54107  2.92321  0.57209
C  1.46760  3.37756  -3.34547
Ge  0.20037  2.40131  -2.14831
C  -1.57285  2.76762  -2.92934
C  0.31991  3.35733  -0.42993
C  0.43675  0.53455  -2.03008
H  1.30240  4.45780  -3.31829
H  1.34691  3.03990  -4.37656
H  2.49701  3.17839  -3.04277
H  -1.75403  3.83905  -3.03669
H  -2.34182  2.32888  -2.29240
H  -1.64978  2.30286  -3.91375
H  -0.11143  4.35473  -0.54632
H  1.36184  3.46494  -0.12625
H  -0.20657  2.83424  0.36556
H  0.42344  -0.05358  -2.94265